Computed, not measured: C7H6O3S in the gas phase at a distorted geometry, with wB97M-V/def2-TZVPD.

```
17
Properties=species:S:1:pos:R:3
C 0.39479 1.46480 -0.10484
C 1.65740 1.09794 0.08525
C -0.67765 0.51552 0.15770
C -0.31398 -0.73631 0.26153
C -2.07684 1.02665 0.18467
C 2.08403 -0.36505 0.00335
C 0.90881 -1.45512 0.21227
O -2.49779 2.10469 0.26396
O -3.31447 -0.64353 -1.59864
O -2.58915 -1.61681 0.51165
S -3.31673 -0.54272 -0.15830
H 0.22176 2.53624 -0.32040
H 2.44358 1.84782 0.16472
H 2.39675 -0.46669 -1.01780
H 3.04544 -0.48282 0.66923
H 0.90357 -2.03394 1.23242
H 0.73048 -2.25068 -0.54677
```

Computed properties:
maximum force: 2.33 eV Å⁻¹
DFT total energy: -24328.4741 eV
Kohn-Sham gap (alpha / beta): 0.30454 / 0.25517 hartree
energy above the lowest of the compared OMol25 structures with the same formula, charge and spin: 4.441 eV